Formula: C9H16AsN7O8S2V
Source: the OMol25 dataset
Level of theory: ωB97M-V/def2-TZVPD

Last column: Löwdin charge in e.
Atoms and positions in Å:
V -1.0420 0.6901 1.4711  0.8774
O 0.3752 2.3054 5.2366  -0.3032
As 0.1714 2.7287 3.5631  1.4098
O -2.7185 3.1280 2.7775  -0.6390
O -0.6545 0.9566 3.0066  -0.4576
C 1.9910 2.2290 3.0673  -0.3288
C 2.9696 2.4584 4.0219  -0.0647
C 4.3244 2.3859 3.6943  -0.0115
C 4.7178 2.1017 2.4015  -0.0145
C 3.7569 1.8568 1.4253  -0.0246
C 2.4158 1.9254 1.7607  -0.2912
S 1.3125 1.3763 0.5205  0.6119
O -0.0135 2.1474 0.6842  -0.4265
O 1.8882 1.4929 -0.7734  -0.2295
O 0.8417 0.0098 0.9076  -0.3383
H -0.3581 2.6227 5.7841  0.0715
H 2.6844 2.7022 5.0359  0.1096
H 5.0665 2.5648 4.4603  0.1287
H 5.7666 2.0609 2.1428  0.1288
H 4.0537 1.6108 0.4148  0.1259
N -0.4672 0.8933 -2.4936  0.0744
N -0.1306 -0.4633 -2.4751  0.0210
C -0.6269 -1.3017 -1.5690  -0.3432
N -0.3254 -2.5842 -1.6586  0.2501
N -1.3827 -0.7295 -0.5792  0.1090
N -1.9684 -1.5343 0.3015  -0.3800
O -2.3807 -0.8538 1.3205  -0.1029
O -2.1381 -2.7153 0.2358  0.1701
H -0.8430 1.1141 -3.4089  0.1096
H 0.3731 1.4377 -2.3254  0.0708
H 0.5284 -0.8205 -3.1541  0.1746
H 0.2420 -2.9243 -2.4197  0.1477
H -0.7346 -3.2616 -1.0352  0.1170
C -2.9121 5.2197 -0.7148  -0.0070
N -2.8759 4.2423 0.3681  0.0144
C -3.1178 2.9729 0.2357  -0.5591
N -3.4108 2.3869 -0.9147  0.1874
S -3.1170 2.0672 1.7859  0.9197
H -2.5168 6.1596 -0.3443  0.1052
H -3.9354 5.3777 -1.0563  0.1090
H -2.2843 4.8876 -1.5421  0.0980
H -2.7091 4.5190 1.3379  0.1345
H -3.5467 2.9215 -1.7584  0.1252
H -3.6377 1.4064 -0.9504  0.1203

Summary:
charge: +2
gap between HOMO and LUMO (alpha / beta): 7.1 / 7.7 eV
<S²>: 0.773
highest occupied orbital energy (alpha / beta): -14.67 / -14.70 eV
energy relative to the best compared isomer or geometry (same formula, charge and spin): 61.4 kcal/mol
strongest force on any atom: 0.8 eV/A
2S+1: 2
DFT total energy: -5313.3412 a.u.